[1]
A molecular structure, C27H35As3F6NO4Si2Y, computed with the ωB97M-V functional and the def2-TZVPD basis.

- Frontier orbital gap (spin up / spin down): 6.983 / 6.068 eV
- ⟨S²⟩: 0.75

Structure (ORCA input):
```
! RIJCOSX wB97M-V def2-TZVPD def2/J DEFGRID3
* xyz -1 2
Y -0.174 -0.829 -0.180
C -0.740 -2.289 3.894
As -0.008 -0.803 2.875
C -0.644 0.693 3.965
C 1.872 -0.820 3.369
C 2.378 -1.773 4.245
C 3.726 -1.785 4.571
C 4.578 -0.839 4.024
C 4.077 0.110 3.144
C 2.732 0.125 2.801
As 2.051 1.423 1.502
C 2.317 3.044 2.594
C 3.599 1.590 0.317
H -0.310 -3.222 3.533
H -1.814 -2.317 3.715
H -0.550 -2.168 4.960
H -0.291 0.590 4.991
H -1.734 0.709 3.952
H -0.284 1.629 3.543
H 1.728 -2.527 4.671
H 4.112 -2.541 5.243
H 5.632 -0.848 4.267
H 4.756 0.831 2.702
H 3.311 3.052 3.042
H 1.570 3.087 3.386
H 2.204 3.923 1.958
H 4.249 2.403 0.642
H 3.248 1.795 -0.693
H 4.152 0.652 0.308
O 2.839 0.138 -6.834
C 3.462 -0.240 -5.827
O 4.659 -0.519 -5.657
C 2.582 -0.379 -4.551
C 1.235 -0.043 -4.583
C 0.485 -0.142 -3.428
N 1.003 -0.547 -2.263
C 2.305 -0.894 -2.232
C 3.115 -0.827 -3.345
C 2.820 -1.312 -0.866
O 3.940 -1.739 -0.702
O 1.938 -1.106 0.075
H 0.811 0.299 -5.517
H -0.567 0.126 -3.415
H 4.160 -1.100 -3.293
C -1.523 2.869 1.098
Si -1.349 1.893 -0.533
C -0.190 2.935 -1.620
C -3.084 2.032 -1.310
C -3.667 3.277 -1.566
C -4.937 3.383 -2.109
C -5.657 2.231 -2.407
C -5.092 0.992 -2.158
C -3.809 0.877 -1.613
Si -3.048 -0.818 -1.301
C -2.948 -1.768 -2.935
C -4.164 -1.766 -0.107
H -1.990 3.837 0.888
H -0.561 3.057 1.577
H -2.165 2.348 1.812
H -0.575 3.956 -1.704
H -0.092 2.530 -2.627
H 0.814 2.994 -1.190
H -3.118 4.186 -1.339
H -5.367 4.359 -2.302
H -6.650 2.304 -2.834
H -5.664 0.100 -2.399
H -3.964 -2.045 -3.238
H -2.363 -2.684 -2.851
H -2.521 -1.149 -3.724
H -5.195 -1.653 -0.460
H -4.117 -1.366 0.907
H -3.920 -2.827 -0.073
F -1.422 -2.758 0.793
As -0.506 -4.202 0.182
F -0.152 -3.014 -1.127
F 0.832 -3.509 1.044
F -0.943 -5.139 1.543
F 0.477 -5.378 -0.547
F -1.905 -4.691 -0.675
*
```

[2]
A molecular structure, C27H35AsI2N3O2PdSe, computed with the ωB97M-V functional and the def2-TZVPD basis.

- Frontier orbital gap: 5.667 eV

Structure (ORCA input):
```
! RIJCOSX wB97M-V def2-TZVPD def2/J DEFGRID3
* xyz -1 1
Pd 0.379 0.443 1.890
I -3.093 3.926 -0.446
C -3.179 1.850 -0.559
C -4.123 1.251 -1.390
C -4.222 -0.116 -1.488
I -5.683 -0.916 -2.752
C -3.354 -0.947 -0.742
C -3.381 -2.362 -0.760
C -2.495 -3.077 -0.005
C -1.554 -2.378 0.772
N -1.499 -1.073 0.813
C -2.376 -0.340 0.092
C -2.253 1.124 0.226
O -1.396 1.656 0.970
H -4.789 1.879 -1.966
H -4.112 -2.867 -1.378
H -2.500 -4.160 -0.013
H -0.810 -2.916 1.354
C -0.925 -0.819 6.457
As -0.820 -0.542 4.548
C -2.638 -0.744 3.978
C 0.162 -2.104 3.998
O -0.173 0.948 4.205
H -1.337 -1.805 6.676
H -1.559 -0.047 6.890
H 0.077 -0.736 6.873
H -3.025 -1.695 4.343
H -2.689 -0.702 2.892
H -3.203 0.084 4.404
H -0.493 -2.974 4.072
H 1.011 -2.213 4.671
H 0.532 -1.965 2.983
C 1.114 -4.176 -2.829
C 2.233 -3.540 -2.008
C 2.142 -2.018 -1.935
C 0.993 -1.555 -1.048
N 0.915 -0.123 -0.958
C 1.361 0.635 0.151
Se 2.755 -0.005 1.365
N 1.275 1.964 -0.332
C 1.552 3.142 0.458
C 2.644 4.035 -0.120
C 4.016 3.378 -0.280
C 4.139 2.439 -1.479
C 0.605 2.006 -1.535
C 0.130 3.059 -2.289
C -0.550 2.760 -3.478
C -0.737 1.450 -3.888
C -0.260 0.380 -3.118
C 0.397 0.682 -1.943
H 1.174 -5.266 -2.819
H 1.166 -3.849 -3.871
H 0.128 -3.901 -2.450
H 3.200 -3.826 -2.432
H 2.218 -3.945 -0.990
H 2.014 -1.605 -2.942
H 3.064 -1.596 -1.527
H 1.135 -1.935 -0.036
H 0.031 -1.931 -1.414
H 1.846 2.789 1.447
H 0.617 3.699 0.578
H 2.732 4.886 0.564
H 2.330 4.450 -1.084
H 4.256 2.828 0.635
H 4.761 4.174 -0.378
H 3.582 1.516 -1.324
H 5.183 2.167 -1.650
H 3.761 2.914 -2.389
H 0.245 4.082 -1.959
H -0.948 3.570 -4.075
H -1.273 1.246 -4.806
H -0.427 -0.647 -3.420
*
```

[3]
A molecular structure, C27H35BCrF4N4P2, computed with the ωB97M-V functional and the def2-TZVPD basis.

- Frontier orbital gap (spin up / spin down): 7.637 / 7.600 eV
- ⟨S²⟩: 6.09

Structure (ORCA input):
```
! RIJCOSX wB97M-V def2-TZVPD def2/J DEFGRID3
* xyz 0 5
Cr -1.955 -0.398 3.516
C -0.265 -2.904 3.901
C 0.128 -1.682 3.436
C 0.292 -1.274 1.970
C -0.815 -0.535 1.211
C -2.212 -1.045 1.448
C -2.481 -2.308 2.016
C -1.635 -3.524 1.860
C -0.888 -3.995 3.120
C -3.477 0.915 4.083
H -0.184 -3.080 4.972
H 0.848 -1.171 4.117
H 0.542 -2.162 1.388
H 1.189 -0.641 1.936
H -0.724 0.547 1.393
H -0.594 -0.595 0.133
H -2.992 -0.601 0.837
H -3.499 -2.532 2.360
H -0.926 -3.443 1.033
H -2.307 -4.347 1.543
H -1.600 -4.499 3.796
H -0.120 -4.762 2.876
H -3.977 0.492 4.985
H -4.216 0.995 3.260
H -3.048 1.927 4.339
P -0.783 1.391 -1.834
P 2.296 0.985 -0.426
N -1.749 0.388 -2.894
N -1.161 2.925 -2.678
N 2.876 -0.578 -0.974
N 3.898 1.757 -0.258
C 0.769 1.133 -2.796
C 2.015 1.719 -2.112
C -2.947 -0.237 -2.526
C -3.514 -0.795 -3.667
C -2.649 -0.502 -4.767
C -1.579 0.225 -4.271
C -1.753 4.018 -2.048
C -1.835 5.073 -2.953
C -1.270 4.617 -4.189
C -0.889 3.299 -4.002
C 2.649 -1.787 -0.295
C 2.951 -2.837 -1.149
C 3.502 -2.265 -2.346
C 3.432 -0.892 -2.221
C 5.102 1.480 -0.918
C 6.072 2.370 -0.487
C 5.426 3.304 0.401
C 4.092 2.938 0.484
H 0.737 1.613 -3.788
H 0.865 0.047 -2.968
H 2.885 1.543 -2.774
H 1.924 2.818 -1.971
H -3.251 -0.247 -1.488
H -4.438 -1.346 -3.711
H -2.778 -0.780 -5.800
H -0.684 0.555 -4.776
H -2.063 3.930 -1.017
H -2.245 6.056 -2.758
H -1.151 5.180 -5.114
H -0.455 2.612 -4.717
H 2.400 -1.809 0.748
H 2.766 -3.876 -0.958
H 3.923 -2.791 -3.187
H 3.787 -0.129 -2.911
H 5.173 0.671 -1.629
H 7.111 2.356 -0.782
H 5.903 4.139 0.897
H 3.261 3.389 1.001
F -1.859 -1.094 6.050
B -2.769 -2.225 6.243
F -3.540 -2.252 5.056
F -1.990 -3.424 6.356
F -3.542 -2.050 7.393
*
```

How do the records compare in max |F|? In the order shown, they have 0.8, 0.8, 3.2 eV/Å.
How do the records compare in DFT total energy? In the order shown, they have -253875.8807, -183001.2739, -93074.3312 eV.